Record 1
Computed, not measured: a molecular structure, C31H47N4O7P2Ru in a non-equilibrium geometry, with ωB97M-V/def2-TZVPD.

**Energy relative to the best compared isomer or geometry (same formula, charge and spin)**: 95.8 kJ/mol
**Charge**: +1
**Gap between HOMO and LUMO (alpha / beta)**: 7.074 / 7.073 eV
**Highest occupied orbital energy (alpha / beta)**: -11.09 / -11.09 eV

Geometry as XYZ:
```
92
Properties=species:S:1:pos:R:3:mulliken_charge:R:1
Ru -0.58 -0.18 -0.54 0.284
P -2.83 -1.35 -1.89 0.375
P -1.60 0.33 -3.88 0.484
O -1.03 0.29 -5.37 -0.609
O -4.18 -2.20 -1.77 -0.657
O -1.85 -2.20 -4.24 -0.582
O -1.66 -2.17 -1.38 -0.787
O -2.54 1.60 -3.95 -0.577
O -2.94 0.02 -1.29 -0.604
O -0.50 0.47 -2.89 -0.204
N -0.98 2.03 -0.09 0.710
N -2.11 3.76 -0.82 -0.012
N -0.17 -0.26 1.84 0.731
N 1.78 -0.34 -0.24 0.505
C 5.13 -0.54 -2.68 -1.697
C 0.58 1.47 4.11 1.375
C -3.97 -1.03 -4.44 -1.747
C -1.06 2.94 -1.04 -0.992
C 5.09 1.54 1.11 -1.628
C -2.79 -1.46 1.70 3.076
C -2.65 -1.17 -3.71 1.074
C -2.95 -0.96 4.14 -0.589
C 4.01 -1.31 -2.95 -0.624
C -0.58 0.50 4.11 0.769
C 1.73 -3.36 -1.94 -1.584
C -4.26 -1.06 1.51 -1.651
C 1.42 -2.05 -4.08 -1.563
C -2.73 3.34 0.31 -0.991
C -1.34 0.40 5.26 -0.622
C -0.99 -0.21 2.96 -0.409
C -2.24 -0.85 2.96 0.589
C -2.63 -2.99 1.73 -1.651
C 2.84 -1.14 -2.24 1.005
C -2.03 2.26 0.76 -0.463
C 2.84 -0.25 -1.14 -0.711
C 1.08 -0.55 2.03 -0.732
C 4.05 3.08 -0.58 -1.572
C 0.03 2.87 4.37 -1.487
C 3.94 1.72 0.11 1.009
C 1.63 1.07 5.15 -1.689
C 5.06 0.45 -1.71 -0.537
C 3.94 0.60 -0.92 0.998
C 1.62 -1.96 -2.57 3.374
C -2.48 -0.38 5.31 -1.505
C 2.07 -0.46 1.02 -0.566
H 6.05 -0.70 -3.22 0.382
H 0.45 -2.50 -4.31 0.298
H 2.99 1.71 0.67 -0.050
H 3.11 -0.53 1.34 0.437
H -2.38 4.54 -1.39 0.207
H -2.63 -3.38 0.72 0.382
H -2.08 2.37 -4.30 0.351
H 1.96 0.05 5.01 0.347
H 2.18 -2.65 -4.55 0.530
H 2.62 -3.87 -2.31 0.372
H 2.50 1.72 5.08 0.468
H -3.02 -0.50 6.24 0.416
H -4.52 -1.97 -4.35 0.395
H -1.03 0.93 6.15 0.364
H -3.60 3.83 0.71 0.459
H 4.07 -2.06 -3.73 0.389
H -4.10 -2.89 -1.10 0.429
H -2.20 -1.07 0.84 -1.411
H 0.84 3.61 4.36 0.463
H 3.21 3.23 -1.25 0.349
H 6.05 1.63 0.60 0.349
H -0.38 3.02 -1.86 0.663
H -4.91 -1.68 2.12 0.456
H -1.68 -3.26 2.20 0.375
H -2.20 1.65 1.62 0.611
H -4.56 -0.24 -3.97 0.364
H -0.67 -0.56 -5.63 0.376
H 5.05 2.30 1.88 0.458
H 4.97 3.14 -1.16 0.340
H 4.06 3.87 0.16 0.456
H 1.23 1.15 6.16 0.355
H -3.88 -1.50 4.16 0.428
H -3.80 -0.81 -5.49 0.427
H -3.43 -3.45 2.30 0.400
H -1.64 -2.81 -3.52 0.359
H 0.74 -1.46 -2.12 -1.661
H -4.55 -1.17 0.47 0.378
H 1.06 1.48 3.13 -0.413
H -4.41 -0.03 1.79 0.354
H 1.81 -3.28 -0.86 0.339
H 5.91 1.09 -1.57 0.387
H 0.86 -3.95 -2.18 0.392
H -0.69 3.13 3.60 0.308
H -0.46 2.93 5.34 0.351
H 5.07 0.56 1.59 0.352
H 1.44 -1.05 -4.51 0.323
H 1.42 -0.89 3.01 0.579
```

***

Record 2
Computed, not measured: a molecular structure, C15H19BFNOPdSTe in a non-equilibrium geometry, with ωB97M-V/def2-TZVPD.

**Charge**: 0
**Gap between HOMO and LUMO**: 6.027 eV
**Highest occupied orbital energy**: -8.60 eV

Geometry as XYZ:
```
41
Properties=species:S:1:pos:R:3:mulliken_charge:R:1
Te -0.68 2.69 0.83 0.366
Pd 0.58 0.48 0.64 0.352
S -2.02 0.62 2.98 -0.050
F 1.51 -0.57 -5.61 -0.325
O -0.41 -0.23 -0.82 -0.299
N 1.82 -0.01 2.24 -0.863
C 2.48 -0.47 -2.15 -0.168
C 2.32 -0.94 -3.44 -0.807
C 1.68 -0.12 -4.35 0.533
C 2.00 0.79 -1.79 1.111
C -1.51 -1.02 -0.42 1.363
C -3.59 1.88 1.42 -0.464
C 2.60 -0.11 3.10 0.151
C -3.68 0.31 3.11 -0.426
C -2.26 1.74 1.71 -0.009
C 1.20 1.14 -4.03 -0.765
C -2.10 -1.58 -1.70 -1.564
C -1.10 -2.12 0.56 -1.442
C -4.41 1.05 2.23 -0.447
C 2.14 1.25 -0.40 -1.747
C 1.37 1.59 -2.73 -0.315
B 3.66 -0.26 4.29 0.122
H -1.37 -2.22 -2.20 0.346
H 4.29 0.79 4.30 -0.108
H -0.49 -2.87 0.06 0.322
H -5.48 1.01 2.16 0.390
H 2.96 -1.09 -1.40 0.437
H 4.35 -1.21 3.99 -0.113
H 1.98 2.31 -0.21 0.585
H -3.96 2.53 0.65 0.435
H 2.67 -1.91 -3.75 0.450
H 2.89 0.76 0.22 0.536
H -4.04 -0.40 3.84 0.416
H -2.99 -2.18 -1.48 0.415
H 0.71 1.73 -4.79 0.443
H -0.52 -1.72 1.41 0.389
H 3.03 -0.45 5.30 -0.112
H 0.99 2.57 -2.45 0.353
H -1.98 -2.62 0.97 0.388
H -2.28 -0.40 0.07 -0.245
H -2.38 -0.78 -2.38 0.369
```

***

Record 3
Computed, not measured: a single C6H10O molecule in a non-equilibrium geometry, with ωB97M-V/def2-TZVPD.

**Energy relative to the best compared isomer or geometry (same formula, charge and spin)**: 150.8 kJ/mol
**2S+1**: 3
**Charge**: 0
**Gap between HOMO and LUMO (alpha / beta)**: 6.700 / 10.205 eV
**Highest occupied orbital energy (alpha / beta)**: -5.65 / -11.14 eV

Geometry as XYZ:
```
17
Properties=species:S:1:pos:R:3:mulliken_charge:R:1
O 1.86 -0.55 0.84 -0.450
C 1.09 0.33 -1.72 -1.172
C 0.88 0.80 0.84 -0.352
C 0.14 1.02 -0.68 0.417
C 0.32 -0.91 2.77 -1.189
C 0.81 -0.32 1.58 0.696
C -1.30 0.45 -0.45 -1.415
H 0.72 -1.95 2.78 0.295
H 0.56 -0.40 3.66 0.345
H 0.64 -0.55 -2.11 0.322
H -1.75 0.91 0.37 0.326
H -1.07 -0.62 -0.30 0.362
H 1.97 0.07 -1.21 0.348
H -0.73 -0.61 2.74 0.277
H 0.11 2.05 -1.00 0.451
H 1.17 1.01 -2.58 0.326
H -1.84 0.57 -1.38 0.411
```